Entry A
This record from the Open Molecules 2025 dataset describes C4H9NO2 in the gas phase. The level of theory is ωB97M-V/def2-TZVPD.

Properties
- lowest unoccupied orbital energy (eV) = 0.918
- HOMO energy (hartree) = -0.370
- multiplicity = 1
- HOMO-LUMO gap (eV) = 10.98

Structure (XYZ):
```
16
C4H9NO2 ωB97M-V/def2-TZVPD
H 0.86403 -0.24015 -2.80280
H 0.64621 1.37093 -0.17095
C -1.53493 0.46703 1.42144
H 2.24788 0.55417 -2.03786
N -1.77744 0.16137 2.79296
H 0.52278 -1.63724 -0.72118
O -2.30022 1.03846 0.67940
C 0.13786 0.40009 -0.23547
C 1.66351 -0.37295 -2.06515
C 1.08063 -0.69373 -0.69291
H -2.45542 -0.59262 2.84352
H 1.87532 -0.81802 0.05187
H -0.72007 0.51200 -0.90437
H -2.25351 0.96698 3.17897
O -0.31374 0.05950 1.08168
H 2.31709 -1.17580 -2.41915
```



Entry B
This record from the Open Molecules 2025 dataset describes C4H9NO2 in the gas phase. The level of theory is ωB97M-V/def2-TZVPD.

Properties
- lowest unoccupied orbital energy (eV) = 0.684
- HOMO energy (hartree) = -0.344
- multiplicity = 1
- HOMO-LUMO gap (eV) = 10.03

Structure (XYZ):
```
16
C4H9NO2 ωB97M-V/def2-TZVPD
N 1.51436 0.73496 0.84052
H -1.25276 0.74744 1.25074
O -0.65944 -2.13994 -0.53826
C 1.05365 0.71623 -0.66130
H 1.65326 1.53440 -1.31892
C -1.16427 0.09321 0.32752
H 1.46158 -0.23401 -1.01732
H 0.93693 1.40162 1.28591
C -0.47922 -1.23767 0.49646
H -0.79492 0.49309 -1.81943
H 1.28967 -0.18765 1.26366
H -0.26139 -2.89222 -0.08134
O 0.01521 -1.59751 1.54022
C -0.44914 0.84433 -0.84624
H -0.67883 1.90231 -0.69306
H -2.18471 -0.17858 -0.02916
```



Relative stability in hartree, measured from the most stable structure: entry A 0.0000; entry B 0.0302



Entry A
This record from the Open Molecules 2025 dataset describes C4H9NO2 in the gas phase. The level of theory is ωB97M-V/def2-TZVPD.

Properties
- lowest unoccupied orbital energy (eV) = 0.917
- HOMO energy (hartree) = -0.382
- multiplicity = 1
- HOMO-LUMO gap (eV) = 11.31

Structure (XYZ):
```
16
C4H9NO2 ωB97M-V/def2-TZVPD
H -0.02993 1.63963 1.64605
C -1.38181 0.88742 0.12784
C -0.17686 0.73608 1.04461
O 1.03734 0.58862 0.29373
H 3.08452 -1.51842 -0.82068
H -2.58538 -0.16735 -1.33144
H -0.87284 -0.58093 -1.39044
C 1.51153 -0.66977 0.14849
H -1.87681 -1.23056 -0.09393
O 0.97056 -1.67870 0.54978
H -2.24077 1.14108 0.76341
N 2.70630 -0.64145 -0.50415
H -0.28565 -0.12207 1.71309
H 3.04991 0.21830 -0.89653
H -1.21047 1.74396 -0.53691
C -1.69966 -0.34582 -0.71291
```



Entry B
This record from the Open Molecules 2025 dataset describes C4H9NO2 in the gas phase. The level of theory is ωB97M-V/def2-TZVPD.

Properties
- lowest unoccupied orbital energy (eV) = 0.737
- HOMO energy (hartree) = -0.320
- multiplicity = 1
- HOMO-LUMO gap (eV) = 9.44

Structure (XYZ):
```
16
C4H9NO2 ωB97M-V/def2-TZVPD
N -1.30961 0.32937 0.66447
C 0.35626 -1.06922 -0.57940
C -0.89250 -1.71445 -1.16670
H 0.47278 1.87719 -0.42855
H 1.86221 0.81778 -0.21257
H -0.95541 -1.75957 -2.27323
H 0.90429 -0.69756 -1.44424
O -1.66469 -2.38128 -0.53020
H -1.55128 1.22130 1.01949
H 0.93614 -1.92207 -0.21152
H 0.32026 -0.43623 1.57298
C 0.09806 -0.08186 0.56645
C 0.94196 1.18630 0.27107
H 1.25024 2.81585 1.26468
H -1.94602 -0.06080 -0.00624
O 1.17730 1.87526 1.49350
```



Relative stability in hartree, measured from the most stable structure: entry A 0.0000; entry B 0.0843